No. 1
# C4H6N2O

An isolated molecule of C4H6N2O (ωB97M-V with the def2-TZVPD basis set, the Open Molecules 2025 dataset).

Computed properties:
* energy above the lowest of the compared OMol25 structures with the same formula, charge and spin: 0.994 eV
* HOMO-LUMO gap: 8.566 eV
* structure (SMILES): Nc1cc[nH]c1O
* E_HOMO: -7.61 eV
* 2S+1: 1
* strongest force on any atom: 0.415 eV/A

CARTESIAN COORDINATES (ANGSTROEM)
N1 1.21941 0.97407 1.28297
C1 0.40922 0.12133 0.46398
C2 -0.77575 0.54712 -0.07779
O1 -1.50736 1.66834 0.12192
N2 -1.21216 -0.36416 -0.99320
C3 -0.31565 -1.41803 -1.03782
C4 0.67611 -1.16169 -0.12777
H1 1.94395 1.37954 0.68991
H2 1.72235 0.44341 1.98786
H3 -1.27000 2.02371 0.99012
H4 -1.94738 -0.16379 -1.65508
H5 -0.42992 -2.21084 -1.76874
H6 1.48719 -1.83900 0.12366

Forces on atoms 1 to 6 (eV/Å):
N 0.25 -0.32 -0.08
C -0.17 -0.04 -0.21
C 0.16 -0.12 -0.10
O 0.00 0.10 0.11
N 0.02 0.09 -0.01
C 0.08 0.08 -0.10

=====

No. 2
# C4H6N2O

An isolated molecule of C4H6N2O (ωB97M-V with the def2-TZVPD basis set, the Open Molecules 2025 dataset).

Computed properties:
* energy above the lowest of the compared OMol25 structures with the same formula, charge and spin: 1.762 eV
* HOMO-LUMO gap: 9.937 eV
* structure (SMILES): Cc1cc(O)n[nH]1
* E_HOMO: -8.98 eV
* 2S+1: 1
* strongest force on any atom: 0.868 eV/A

CARTESIAN COORDINATES (ANGSTROEM)
C1 -2.00277 -0.21297 -0.11474
C2 -0.57392 0.24248 -0.08729
C3 0.43855 -0.03648 -0.94914
C4 1.59266 -0.04941 -0.10080
O1 2.80116 -0.52617 -0.43263
N1 1.35318 0.34850 1.11177
N2 -0.01264 0.58098 1.15608
H1 -2.43129 -0.12247 0.88717
H2 -1.97582 -1.28756 -0.34115
H3 -2.64298 0.27149 -0.85098
H4 0.38002 -0.25403 -2.00668
H5 3.27762 -0.54932 0.41306
H6 -0.12702 1.57384 1.35766

Forces on atoms 1 to 6 (eV/Å):
C -0.12 0.14 -0.07
C 0.11 -0.15 -0.02
C 0.00 -0.24 0.13
C -0.05 0.16 0.08
O 0.21 0.06 0.05
N 0.33 0.29 -0.44